Arrangement one

Density functional theory data (the ωB97M-V functional and the def2-TZVPD basis) for a 2-piece molecular cluster, C4H14NO2 overall.

Values from the calculation:
* Kohn-Sham gap: 12.14 eV
* net charge: +1

Cartesian coordinates (Å):
H (-0.4996, 0.1889, 1.0444)
O (-0.4102, -0.2018, -2.4060)
H (1.1872, 2.0088, 1.1138)
H (-0.9278, 0.7262, -0.5410)
H (2.4266, -1.6461, 0.4031)
H (-2.7630, -0.0703, 2.6863)
H (0.6935, 2.7109, -0.3666)
O (-1.8620, -0.1058, 2.4588)
H (-1.6882, -0.8161, 3.1293)
C (0.0533, -1.1513, -1.4449)
C (1.5736, -1.0142, 0.6582)
H (1.6511, 0.3222, -1.0828)
H (2.1177, -0.4139, 1.3660)
H (0.8225, -1.5767, 1.2509)
H (-0.5366, -0.7470, -3.1925)
C (0.9614, -0.3342, -0.5017)
H (0.7361, -1.7610, -2.0616)
N (-0.1458, 0.7275, 0.0960)
H (-0.8271, -1.7623, -0.7725)
H (-0.4219, 2.7281, 0.9878)
C (0.2832, 2.0792, 0.4452)

=====

Arrangement two

Density functional theory data (the ωB97M-V functional and the def2-TZVPD basis) for a 3-piece molecular cluster, C4H14NO2 overall.

Values from the calculation:
* Kohn-Sham gap: 11.18 eV
* net charge: +1

Cartesian coordinates (Å):
H (0.7087, 1.7536, 0.9710)
C (1.0792, -0.1040, -0.2721)
C (-0.2670, -1.1453, -0.1726)
H (-0.4681, -1.4386, -1.3223)
H (1.7926, -0.5924, 0.4537)
C (-1.3166, -0.1806, 0.4190)
H (-1.5437, 1.8442, 0.2976)
H (0.9864, -1.0455, 4.2962)
H (-2.3150, -0.4279, 0.1475)
O (1.4359, -1.7812, 3.8978)
N (-0.9319, 1.1847, -0.3242)
H (-1.0968, 0.8691, -4.3564)
H (-0.1499, -1.9878, 0.5057)
H (2.2681, -1.3476, 3.6418)
H (-0.0286, 0.0987, -3.6621)
H (1.4439, -0.1738, -1.3232)
H (-1.2321, 1.0490, -1.3556)
H (-1.1906, 0.1342, 1.4495)
H (0.9645, 1.9723, -0.6961)
O (-0.6765, 0.7698, -3.4558)
C (0.5558, 1.2785, -0.0265)

=====

Arrangement three

Density functional theory data (the ωB97M-V functional and the def2-TZVPD basis) for a 2-piece molecular cluster, C4H14NO2 overall.

Values from the calculation:
* Kohn-Sham gap: 11.98 eV
* net charge: +1

Cartesian coordinates (Å):
H (1.3214, 0.7836, 0.0232)
H (-1.6412, 0.9715, -0.8848)
H (0.1703, -0.2781, -2.6371)
H (-1.5513, -0.9635, 3.1487)
H (1.7973, -0.4531, -2.0330)
H (-0.8128, -1.2192, -0.3458)
O (-0.8314, 1.9707, 0.7130)
C (0.4673, 0.4708, -0.5656)
H (-1.4799, 0.5538, 2.6926)
C (0.9054, 0.1976, -2.0028)
H (1.7841, -1.3733, 1.1425)
N (-0.0614, -0.7867, 0.1840)
O (-1.7142, -0.3474, 2.4119)
H (-1.4977, 2.6246, 0.9490)
H (1.3635, 1.0673, -2.4722)
C (1.0662, -1.7262, 0.4058)
H (-0.3657, 2.1180, -1.3826)
C (-0.7096, 1.4524, -0.5702)
H (-0.5072, -0.4689, 1.0672)
H (1.5635, -1.8733, -0.5496)
H (0.7333, -2.7208, 0.7060)

=====

Arrangement four

Density functional theory data (the ωB97M-V functional and the def2-TZVPD basis) for a 3-piece molecular cluster, C4H14NO2 overall.

Values from the calculation:
* Kohn-Sham gap: 11.08 eV
* net charge: +1

Cartesian coordinates (Å):
H (1.6070, 2.1171, 2.3688)
O (2.9945, -2.4410, 0.9994)
H (2.9509, -3.4152, 0.9330)
H (3.9746, -2.4784, 0.9177)
N (1.2568, -0.6116, -0.1113)
H (0.3942, -1.7288, -1.7487)
C (-2.8921, 1.2860, -0.7447)
H (-3.1175, 1.0378, -1.7837)
H (2.1673, -0.6985, -0.5499)
H (0.2192, 2.0885, 2.1379)
H (1.1388, 0.1075, 0.6239)
H (-1.4501, 0.2356, 0.5196)
H (-0.8719, 1.7739, -0.2987)
H (-1.6908, -0.7357, -1.8887)
O (0.9973, 1.6420, 1.7914)
H (-3.0361, 2.3640, -0.5878)
H (1.0654, -1.4535, 0.4378)
C (-0.8733, -0.1181, -1.4896)
H (-3.6030, 1.0193, 0.0487)
C (0.1983, -0.8174, -1.1752)
C (-1.4295, 0.8266, -0.3998)

=====

Short version: arrangement three, arrangement two, arrangement one, arrangement four, most stable first.

=====

Arrangement one

Density functional theory data (the ωB97M-V functional and the def2-TZVPD basis) for a 2-piece molecular cluster, C4H14NO2 overall.

Values from the calculation:
* Kohn-Sham gap: 11.84 eV
* net charge: +1

Cartesian coordinates (Å):
H (1.3639, 0.6353, -1.3146)
H (1.3776, 0.2716, 0.7462)
H (-0.1673, -0.9553, -2.6790)
H (0.5760, 2.4197, 0.4341)
H (-0.1912, -2.9554, 1.7922)
C (-0.0983, 1.7015, 0.9100)
H (0.0461, 1.7347, 1.9773)
C (0.3259, 0.3247, -1.0734)
H (-2.1430, 2.4149, 1.3157)
H (-0.3019, 1.0676, -1.5559)
C (0.0890, -1.0746, -1.6097)
H (-0.1745, -0.4183, 0.7892)
O (1.2196, -1.8434, -1.2051)
H (1.2968, -3.1855, 1.8739)
C (-1.5592, 1.9003, 0.5623)
H (1.8827, -1.8433, -1.9152)
H (-0.7159, -1.6898, -1.1893)
N (0.4189, 0.3264, 0.4199)
H (-1.7014, 2.5928, -0.2776)
H (-2.2003, 1.0601, 0.2621)
O (0.6566, -2.4841, 1.7370)

=====

Arrangement two

Density functional theory data (the ωB97M-V functional and the def2-TZVPD basis) for a 3-piece molecular cluster, C4H14NO2 overall.

Values from the calculation:
* Kohn-Sham gap: 10.89 eV
* net charge: +1

Cartesian coordinates (Å):
O (-2.1795, -2.0097, 0.4133)
C (2.2446, -0.3760, 0.9453)
H (-2.9521, -1.8677, -0.1522)
H (-0.6366, -1.0135, -1.6480)
H (1.3363, 1.2696, -1.1502)
H (3.2239, -0.1273, 0.5622)
H (-1.7646, 2.8215, 0.4542)
H (2.0068, -0.1647, -1.6799)
O (-0.8563, 2.5429, 0.5988)
H (-0.4545, 0.8681, 0.8277)
H (2.2272, -0.5790, 2.0129)
H (0.1945, -0.3670, -3.0317)
H (-0.1108, -0.2704, 1.9424)
H (-0.8616, 0.6909, -2.0593)
H (-0.2616, 3.2993, 0.6013)
C (1.1021, 0.2038, -1.1918)
H (-1.9605, -2.9385, 0.2674)
H (-0.8275, -0.8063, 0.5892)
C (1.1494, -0.3494, 0.2109)
C (-0.1376, -0.1200, -2.0260)
N (-0.1291, -0.1187, 0.9332)

=====

Arrangement three

Density functional theory data (the ωB97M-V functional and the def2-TZVPD basis) for a 3-piece molecular cluster, C4H14NO2 overall.

Values from the calculation:
* Kohn-Sham gap: 10.31 eV
* net charge: +1

Cartesian coordinates (Å):
H (-2.0528, -1.2111, 1.7621)
H (-1.0335, 1.1404, -0.9052)
H (0.3950, -2.8227, -2.0937)
C (1.8768, -0.1622, 0.1586)
H (-0.9055, -0.6148, -1.0935)
H (-1.2569, -0.0094, 2.7587)
O (-0.1851, 2.6338, -1.0861)
H (0.6225, 1.6615, 0.8388)
C (-1.3268, -0.4540, 1.8195)
C (-0.6747, 0.0644, 0.8403)
H (-2.3047, -0.0754, -0.4157)
H (-0.4715, 3.3641, -1.6137)
H (2.0066, -1.2062, 0.5226)
H (1.0047, 0.4314, 2.0134)
H (-0.0360, -3.3534, -0.6005)
O (-0.0537, -2.4901, -1.2631)
N (-1.3267, 0.1654, -0.5384)
H (0.5822, 2.2581, -1.5502)
C (0.7236, 0.5365, 0.9796)
H (2.8127, 0.3374, 0.3376)
H (1.6039, -0.1939, -0.8712)

=====

Short version: arrangement two, arrangement one, arrangement three, most stable first.

=====

Arrangement one

Density functional theory data (the ωB97M-V functional and the def2-TZVPD basis) for a 2-piece molecular cluster, C5H10O3 overall.

Values from the calculation:
* Kohn-Sham gap: 7.68 eV
* SMILES string: CC(O)=C=O.CCO

Cartesian coordinates (Å):
O (-1.1506, -1.6588, 1.7523)
O (-0.7915, -1.0490, -1.5281)
C (-0.9444, -0.9407, 0.8286)
C (-2.4920, 0.4386, -0.5914)
H (-2.3906, 1.3009, 0.0646)
C (1.3201, 0.5836, 0.8729)
H (1.8833, -1.4733, 0.4788)
H (2.5222, -0.2985, -0.6753)
H (1.8079, 1.5569, 0.9437)
C (2.2855, -0.4656, 0.3771)
H (-3.4161, -0.0845, -0.3333)
H (0.1733, -1.0370, -1.4314)
H (0.6973, 1.6743, -1.0961)
H (-2.5660, 0.8007, -1.6160)
C (-1.3423, -0.4957, -0.4074)
H (0.8864, 0.3923, 1.8511)
H (3.2399, -0.3842, 0.9046)
O (0.2777, 1.1399, -0.3948)

=====

Arrangement two

Density functional theory data (the ωB97M-V functional and the def2-TZVPD basis) for a 2-piece molecular cluster, C5H10O3 overall.

Values from the calculation:
* Kohn-Sham gap: 10.23 eV
* SMILES string: O=CCCCC=O.O

Cartesian coordinates (Å):
H (1.4889, -0.6879, 0.4087)
H (0.2497, 0.9011, -1.7525)
H (1.6048, 1.9152, -0.6387)
C (0.7454, 0.0940, 0.2044)
C (0.0004, 0.0143, -1.1471)
C (-2.0750, 1.2722, -0.7164)
O (-2.0892, 1.6921, 0.4165)
H (-2.5827, 1.8728, -1.4820)
C (-1.4953, -0.0958, -0.9627)
H (-1.9562, -0.6545, -1.7854)
H (1.7985, -2.3274, 2.6673)
H (-1.7531, -0.7245, -0.0971)
H (-0.0377, 0.0358, 0.9537)
H (0.4609, -0.8244, -1.6946)
C (1.5359, 1.3951, 0.3274)
O (1.3301, -2.5727, 1.8412)
H (0.6285, -3.1132, 2.1821)
O (2.1461, 1.8078, 1.2753)

=====

Arrangement three

Density functional theory data (the ωB97M-V functional and the def2-TZVPD basis) for a 2-piece molecular cluster, C5H10O3 overall.

Values from the calculation:
* Kohn-Sham gap: 11.10 eV
* SMILES string: C#CC(C)(O)O.CO

Cartesian coordinates (Å):
H (1.2088, -2.4681, 0.4015)
H (-0.0238, -3.1332, 1.5054)
O (0.9588, 2.4440, 0.4577)
C (0.1221, 1.3716, 0.3382)
C (-1.3039, 1.8331, 0.0922)
O (-0.6910, -1.6199, 0.3257)
H (1.5362, 0.0934, -3.1266)
C (0.1554, -2.7487, 0.5027)
H (-1.6273, 2.4104, 0.9597)
H (-0.4451, -1.1613, -0.5349)
H (-0.0821, -3.5232, -0.2295)
H (1.7549, 2.1467, 0.9208)
C (1.0972, 0.2948, -2.1864)
H (-1.9554, 0.9714, -0.0284)
O (0.2819, 0.5177, 1.3745)
C (0.5367, 0.4947, -1.1328)
H (-1.3387, 2.4593, -0.7948)
H (-0.1847, -0.3824, 1.1549)

=====

Short version: arrangement two, arrangement three, arrangement one, most stable first.

=====

Arrangement one

Density functional theory data (the ωB97M-V functional and the def2-TZVPD basis) for one molecule with the formula C7H6.

Values from the calculation:
* Kohn-Sham gap: 8.95 eV
* SMILES string: C#CC1=CC=CC1

Cartesian coordinates (Å):
H (-1.2660, -0.2648, 1.7953)
H (1.8086, 2.2303, 0.1355)
C (-1.4194, -2.5464, -1.0916)
H (0.3204, 1.8844, 2.2491)
C (-0.5051, 0.1197, 1.1277)
C (0.7971, 0.4359, -0.7839)
H (0.6074, 0.8606, -1.8051)
H (-1.9950, -3.3896, -1.5145)
C (-0.9496, -1.5087, -0.6574)
C (0.2667, 1.3084, 1.3199)
C (-0.3196, -0.3456, -0.1165)
H (1.6282, -0.2318, -0.9034)
C (1.0264, 1.4476, 0.2450)

=====

Arrangement two

Density functional theory data (the ωB97M-V functional and the def2-TZVPD basis) for one molecule with the formula C7H6.

Values from the calculation:
* Kohn-Sham gap (spin up / spin down): 7.95 / 7.87 eV

Cartesian coordinates (Å):
C (0.6100, 0.6245, 0.3580)
H (1.4176, 0.8646, 1.1181)
C (-1.8464, -0.6781, -0.0616)
C (-0.6024, 1.4396, 0.1803)
H (1.0440, -0.1715, -1.7447)
C (1.2786, -0.1906, -0.6882)
C (0.5558, -0.9249, 0.3598)
H (1.0723, -1.5298, 1.2669)
H (2.3192, -0.2268, -0.7347)
C (-0.7681, -1.4713, 0.0638)
C (-1.7310, 0.8483, -0.2010)
H (-0.5702, 2.5874, 0.2391)
H (-2.7795, -1.1716, -0.1558)

=====

Short version: arrangement one, arrangement two, most stable first.

=====

Arrangement one

Density functional theory data (the ωB97M-V functional and the def2-TZVPD basis) for C7H6 as an isolated structure.

Values from the calculation:
* Kohn-Sham gap: 8.41 eV

Cartesian coordinates (Å):
C (-1.4617, 0.8265, 0.5078)
C (0.4429, -0.9926, 0.1421)
C (1.6223, -0.0073, 0.2649)
C (0.9245, 1.2872, -0.2534)
C (-0.3572, 1.2504, -0.0595)
H (1.6615, 2.1354, -0.6323)
C (-0.7949, -0.5928, 0.1476)
H (0.8334, -2.0827, 0.1206)
H (1.9826, -0.0154, 1.3061)
C (-2.1263, -0.2643, -0.2019)
H (-2.8674, -0.9215, 0.2973)
H (2.3287, -0.3841, -0.3550)
H (-2.1885, -0.2389, -1.2843)

=====

Arrangement two

Density functional theory data (the ωB97M-V functional and the def2-TZVPD basis) for one molecule with the formula C7H6.

Values from the calculation:
* Kohn-Sham gap: 8.35 eV
* SMILES string: C#C/C=C(\C)C#C

Cartesian coordinates (Å):
C (-1.1430, 1.5350, 2.4154)
C (0.1117, -1.4523, -1.1617)
C (-0.0235, -2.3899, -1.9121)
C (0.1820, -0.2704, -0.3447)
C (-0.9975, -0.2075, 0.5102)
H (1.1233, 1.5086, 0.2460)
C (-1.1021, 0.7530, 1.5020)
H (-0.9481, 2.1706, 3.1663)
H (2.3153, 0.5076, -0.3417)
H (-1.8133, -0.9727, 0.3054)
H (-0.0636, -3.1683, -2.5450)
C (1.2850, 0.7336, -0.4382)
H (1.0736, 1.2526, -1.4020)

=====

Short version: arrangement two, arrangement one, most stable first.